{
  "formula": "C7H10",
  "method": "ωB97M-V/def2-TZVPD",
  "max_force_ev_per_a": 2.02,
  "smiles": "C1=C[C@@H]2CC[C@@H]2C1",
  "mol_weight_g_mol": 94.16,
  "homo_lumo_gap_ev": 9.2,
  "homo_ev": -8.3570,
  "species": ["C", "C", "C", "C", "C", "C", "C", "H", "H", "H", "H", "H", "H", "H", "H", "H", "H"],
  "positions_angstrom": [[-0.544, 1.646, -0.008], [-1.381, 0.708, 0.434], [-0.784, -0.676, 0.415], [0.454, -0.850, 1.357], [1.403, -0.793, 0.134], [0.196, -0.590, -0.797], [0.036, 0.885, -1.217], [-0.802, 2.704, -0.050], [-2.441, 0.890, 0.367], [-1.543, -1.459, 0.488], [0.489, -1.801, 1.899], [0.590, -0.028, 2.067], [2.083, 0.066, 0.112], [1.987, -1.702, -0.041], [0.073, -1.326, -1.604], [0.925, 1.387, -1.543], [-0.739, 0.940, -2.011]],
  "forces_ev_per_angstrom": [[-1.025, -0.740, -1.572], [-0.619, -0.074, 0.954], [-0.286, 0.049, -0.082], [-0.058, -0.036, 0.151], [0.126, -0.003, -0.001], [0.088, 0.325, -0.132], [0.931, 0.413, -0.219], [0.043, -0.263, -0.204], [-0.502, 0.054, 1.676], [0.231, -0.038, -0.223], [-0.091, 0.135, -0.088], [-0.109, -0.172, -0.097], [-0.032, -0.179, 0.107], [-0.143, 0.122, 0.051], [0.054, 0.420, 0.135], [0.822, -0.239, -0.744], [0.572, 0.228, 0.289]]
}